[1]
C24H44Cl3N2O4SiSm | ωB97M-V with the def2-TZVPD basis set

Geometry as XYZ:
```
79
Properties=species:S:1:pos:R:3:forces:R:3:lowdin_charge:R:1
C -1.69503 -2.16871 -2.99769 -0.01 -0.05 -0.14 -0.03
C -1.21604 -3.04464 -1.87915 0.70 -0.70 0.57 -0.23
H -1.69347 -2.69862 -3.95162 -0.09 0.13 0.07 0.07
H -1.05596 -1.28280 -3.10068 -0.14 -0.05 0.10 0.08
H -2.71468 -1.81516 -2.79975 0.18 -0.02 -0.02 0.09
C -0.62655 -4.24030 -2.03325 -0.46 0.42 0.05 -0.12
C -0.41864 -4.92291 -3.34433 0.21 -0.25 -0.36 -0.10
H -0.30246 -4.79929 -1.14937 -0.18 0.22 -0.23 0.10
H -0.38228 -4.21808 -4.18256 -0.01 -0.21 0.15 0.06
H -1.21165 -5.65567 -3.54807 0.12 0.11 0.01 0.08
H 0.52540 -5.47976 -3.33761 -0.09 0.04 -0.06 0.07
Sm 0.00900 0.67825 0.34915 -0.54 -2.17 -0.20 1.18
Cl -2.59436 1.05277 0.59477 0.06 0.19 0.19 -0.19
Cl 0.59643 1.95579 -1.74842 0.23 0.14 -0.04 0.00
H 0.69416 5.17260 4.14725 0.02 -0.07 -0.15 0.10
H -1.49882 6.06082 3.23383 0.07 -0.07 -0.26 0.10
C 0.98775 4.87905 3.13382 -0.05 0.02 -0.08 -0.01
C -1.16744 5.76855 2.22849 -0.10 -0.11 -0.11 -0.03
N -0.20853 4.67461 2.31846 0.14 0.26 0.16 -0.17
H 1.55023 3.94452 3.15596 -0.08 0.22 0.03 0.09
C -0.37497 3.54616 1.65190 0.87 -1.23 -0.14 -0.30
O 0.47332 2.60277 1.67611 -1.15 1.36 0.15 -0.20
H -2.02866 5.42496 1.64467 0.15 0.17 0.16 0.10
H -1.30747 3.42215 1.07007 0.24 0.26 0.24 0.09
H 1.61040 5.67372 2.70605 -0.12 -0.15 0.03 0.10
H -0.71792 6.63808 1.72794 -0.09 -0.24 0.15 0.10
H 1.18265 -1.59297 -2.44231 0.26 0.15 0.17 0.08
H 2.22543 -3.92003 -1.23166 0.23 0.21 -0.05 0.09
C 2.20336 -1.22645 -2.25657 -0.34 0.00 -0.27 -0.03
C 3.12268 -3.28022 -1.21317 -0.06 -0.11 0.15 -0.03
N 2.74987 -1.87942 -1.07336 0.04 0.16 0.75 -0.15
H 2.17212 -0.13855 -2.13717 0.05 -0.35 0.07 0.03
C 2.70556 -1.32404 0.13952 -0.65 0.74 -0.84 -0.28
O 2.22438 -0.18527 0.37862 0.91 -1.21 -0.01 -0.18
H 3.75253 -3.56338 -0.36096 -0.12 -0.06 -0.27 0.09
H 3.12998 -1.95612 0.93979 -0.08 0.26 -0.15 0.15
H 2.82592 -1.49616 -3.11502 0.03 0.12 0.15 0.10
H 3.67621 -3.41648 -2.14816 -0.04 0.02 0.25 0.09
O -0.37173 -1.39294 -0.42820 1.10 1.53 0.46 -0.39
C -1.29702 -2.39451 -0.49891 -0.59 -0.04 0.36 -0.42
C 0.06960 -3.76043 1.17261 -0.08 -0.37 0.27 -0.06
C -1.17830 -3.37405 0.68117 -0.12 0.30 -0.48 -0.17
H 0.96981 -3.26214 0.79927 -0.37 -0.17 0.06 0.09
C 0.16405 -4.80751 2.10158 -0.14 0.19 -0.21 -0.09
H -2.29886 -1.94057 -0.44674 -0.25 -0.17 0.18 0.12
C -2.33973 -3.92411 1.22796 0.40 -0.31 -0.11 -0.03
H 1.15106 -5.11920 2.46162 -0.41 0.01 -0.12 0.10
C -0.99738 -5.46296 2.53187 0.14 0.14 0.05 -0.10
C -2.25066 -4.98838 2.12527 0.11 -0.07 0.07 -0.09
H -3.29880 -3.53599 0.88645 0.12 -0.21 0.10 0.12
H -0.91464 -6.33743 3.18739 -0.10 0.43 -0.19 0.10
H -3.15938 -5.46882 2.49476 0.27 0.15 -0.08 0.10
Si -0.57645 4.12518 -3.80360 0.01 0.67 -0.53 0.07
Cl -0.91895 2.20246 -4.53427 -0.07 0.15 -0.19 0.26
C 1.24859 4.47841 -3.50765 0.20 -0.24 0.17 -0.25
C -1.80732 4.50688 -2.43135 0.03 -0.06 0.12 -0.22
C -0.99608 5.23293 -5.28679 -0.10 -0.19 0.17 -0.24
H 1.74448 3.74149 -2.86510 -0.17 0.36 -0.25 -0.06
H 1.38652 5.47099 -3.05767 -0.13 -0.10 -0.10 0.03
H 1.76437 4.48267 -4.47684 -0.15 0.04 0.11 0.03
H -0.25820 5.04975 -6.07870 -0.17 0.05 0.11 0.02
H -0.97674 6.30458 -5.04004 0.01 -0.25 0.00 0.03
H -1.98853 4.98054 -5.67926 0.15 0.11 0.02 0.02
H -1.76781 3.80247 -1.58802 0.02 0.14 -0.31 -0.01
H -2.82184 4.48099 -2.85869 0.28 -0.05 0.12 0.03
H -1.64306 5.52692 -2.04934 0.03 -0.22 -0.11 0.03
C -0.03170 -0.06592 5.04833 0.07 0.53 -0.33 -0.14
C 1.26533 -0.84575 4.78619 -0.07 -0.27 -0.04 -0.14
C 1.43493 -0.87474 3.26792 -0.06 -0.04 -0.57 -0.17
O 0.25941 -0.27001 2.65977 0.03 0.15 1.16 -0.30
C -0.74122 0.01778 3.69198 -0.24 -0.49 -0.50 -0.16
H -0.66159 -0.53676 5.80525 0.07 0.08 -0.11 0.11
H 0.21001 0.94886 5.37737 -0.05 -0.13 0.09 0.11
H 1.19518 -1.86782 5.16756 -0.01 0.14 0.00 0.11
H 2.12833 -0.37111 5.25697 -0.13 -0.06 0.02 0.11
H 2.30907 -0.31388 2.92109 -0.20 -0.01 0.08 0.12
H 1.51492 -1.89975 2.88185 -0.09 0.17 0.11 0.11
H -1.54792 -0.73066 3.59245 0.35 0.25 0.02 0.13
H -1.17419 1.00274 3.45896 0.21 -0.32 0.15 0.10
```
Positions in Å, forces in eV/Å.

The LUMO energy (spin up / spin down) comes out at 0.18 / 0.18 eV. The calculation puts the HOMO-LUMO gap (spin up / spin down) at 8.31 / 8.33 eV. The spin multiplicity is 6. As for the expectation value of S²: 8.76.

[2]
C20H20CuN4O6S2 | ωB97M-V with the def2-TZVPD basis set

Geometry as XYZ:
```
53
Properties=species:S:1:pos:R:3:forces:R:3:lowdin_charge:R:1
Cu -0.29455 0.77741 -0.01773 0.33 -0.09 0.16 0.60
O 2.95169 2.81188 1.13526 -0.27 0.19 -0.17 0.12
C 1.88338 2.47993 0.66704 0.50 0.20 0.32 -0.44
N 1.58364 1.37748 -0.05356 -0.87 -0.10 -0.02 0.07
C 2.48400 0.56023 -0.65047 0.75 -0.30 -0.43 -0.44
O 3.63702 0.80436 -0.93751 -0.24 -0.06 0.16 0.11
C 1.86299 -0.76346 -1.03832 0.69 -0.34 -0.26 -0.17
C 2.66785 -1.77975 -1.53764 -0.13 0.28 0.06 0.03
C 2.09256 -2.99997 -1.84787 -0.15 0.12 0.12 -0.01
C 0.72870 -3.16119 -1.65338 0.12 0.13 0.01 0.00
C -0.00679 -2.08269 -1.19022 -0.34 -0.41 -0.07 -0.09
N 0.54782 -0.91760 -0.88519 -0.20 0.87 0.38 0.05
C 0.63925 3.30920 0.91523 0.29 0.70 0.27 -0.16
C 0.75026 4.65398 1.25313 -0.05 -0.18 0.06 0.03
C -0.40481 5.39049 1.44646 -0.03 -0.17 -0.02 -0.03
C -1.63499 4.76678 1.29261 0.08 -0.10 0.00 -0.04
C -1.65486 3.42398 0.95389 -0.46 0.21 0.13 -0.10
N -0.54751 2.71822 0.78257 0.37 -0.61 -0.68 0.05
H 3.72159 -1.58187 -1.66660 0.02 0.01 0.04 0.13
H 2.69591 -3.81029 -2.22639 0.03 -0.11 0.03 0.12
H 0.25135 -4.10747 -1.84516 -0.13 -0.08 0.02 0.12
H -1.07460 -2.15073 -1.04972 -0.10 -0.09 0.07 0.12
H 1.72670 5.09899 1.36329 0.12 -0.10 -0.01 0.13
H -0.34535 6.43279 1.71968 -0.02 0.10 -0.01 0.12
H -2.55651 5.30943 1.43401 -0.09 -0.02 -0.01 0.11
H -2.58150 2.88603 0.81057 -0.11 0.02 0.00 0.12
C -2.80799 1.98231 -3.74037 0.51 -0.56 0.21 -0.22
S -1.34458 1.15665 -2.99623 -0.06 1.36 -1.27 0.91
C -0.20513 2.58672 -3.17930 -0.30 -0.64 0.11 -0.21
O -1.71442 1.12740 -1.54806 -0.17 -0.23 1.32 -0.59
H -3.12022 2.77296 -3.06825 0.10 0.14 0.14 0.06
H -3.59619 1.24167 -3.82383 -0.03 -0.11 0.01 0.05
H -2.56133 2.37132 -4.72048 0.10 0.02 -0.17 0.06
H -0.10407 2.82368 -4.23193 0.03 -0.03 -0.19 0.06
H 0.76138 2.31175 -2.76682 0.06 -0.13 0.05 0.04
H -0.60968 3.43186 -2.63435 -0.19 0.09 0.12 0.06
N -0.63904 0.01732 2.07608 -0.22 0.87 -0.89 0.07
C -0.45392 -1.38295 2.08385 0.05 -1.15 0.17 -0.35
C -1.54592 -2.22687 1.91512 0.14 0.28 0.04 -0.05
C -1.35553 -3.59891 1.86818 0.01 0.42 -0.05 -0.05
C -0.08048 -4.09663 1.99801 0.08 -1.63 -0.01 -0.26
C 1.01312 -3.28299 2.17632 -0.04 0.65 -0.08 -0.05
C 0.82909 -1.91125 2.20109 -0.19 0.17 0.05 -0.04
S 0.20465 -5.90570 2.01669 -0.33 1.42 0.08 0.40
O -1.04732 -6.43909 1.51810 -0.10 -0.33 -0.04 -0.37
O 0.47888 -6.12835 3.42383 0.12 -0.39 -0.13 -0.35
O 1.33552 -6.04021 1.11612 0.24 -0.30 -0.07 -0.37
H -1.57064 0.28984 2.36748 0.17 -0.01 0.26 0.10
H 0.07317 0.50800 2.60472 -0.18 0.00 0.12 0.11
H -2.54042 -1.80904 1.83312 -0.16 0.09 -0.02 0.11
H -2.17945 -4.27936 1.72964 -0.08 -0.14 0.01 0.11
H 1.98950 -3.72515 2.28741 0.15 -0.05 -0.01 0.12
H 1.66777 -1.24115 2.31984 0.20 0.14 0.06 0.11
```
Positions in Å, forces in eV/Å.

The LUMO energy (spin up / spin down) comes out at -1.13 / -1.99 eV. The calculation puts the HOMO-LUMO gap (spin up / spin down) at 6.40 / 5.54 eV. The spin multiplicity is 2. As for the expectation value of S²: 0.75.

Respective energy relative to the best compared isomer or geometry (same formula, charge and spin) values: 0.000 0.588 eV.
Respective largest force on an atom values: 2.2 1.9 eV/Å.